Formula: C59H47CoN2O4P2S3
Source: the Open Molecules 2025 dataset
Level of theory: ωB97M-V/def2-TZVPD

Geometry (Å):
Co: 0.000 0.000 0.000
O: 2.673 0.595 0.019
S: 1.689 0.693 -1.116
C: 2.467 -0.280 -2.434
C: 2.938 0.314 -3.627
C: 3.779 -0.368 -4.512
C: 4.115 -1.664 -4.162
C: 5.040 -2.583 -4.883
C: 4.989 -3.895 -4.052
C: 4.024 -3.592 -2.959
C: 3.587 -4.448 -1.968
C: 2.633 -3.935 -1.085
C: 2.166 -2.593 -1.159
P: 0.766 -2.103 -0.072
C: 1.201 -2.522 1.633
C: 2.523 -2.695 2.067
C: 2.815 -2.959 3.410
C: 1.791 -3.027 4.350
C: 0.476 -2.819 3.952
C: 0.187 -2.559 2.609
C: -0.517 -3.283 -0.596
C: -1.283 -2.950 -1.728
C: -2.300 -3.790 -2.189
C: -2.569 -4.982 -1.525
C: -1.818 -5.335 -0.407
C: -0.797 -4.494 0.051
C: 2.695 -1.692 -2.173
C: 3.571 -2.286 -3.054
C: 1.822 2.437 -1.616
C: 3.134 2.932 -1.849
C: 3.380 4.258 -2.200
C: 2.273 5.081 -2.270
C: 2.268 6.532 -2.607
C: 0.782 6.945 -2.464
C: 0.097 5.686 -2.058
C: -1.247 5.534 -1.783
C: -1.651 4.262 -1.383
C: -0.742 3.175 -1.256
P: -1.432 1.587 -0.725
C: -2.434 1.143 -2.178
C: -1.759 0.727 -3.342
C: -2.455 0.342 -4.490
C: -3.845 0.369 -4.498
C: -4.534 0.789 -3.363
C: -3.834 1.178 -2.215
C: -2.531 1.707 0.688
C: -3.267 0.559 1.049
C: -4.085 0.536 2.180
C: -4.171 1.662 2.990
C: -3.430 2.798 2.672
C: -2.608 2.816 1.538
C: 0.672 3.342 -1.601
C: 0.996 4.635 -1.967
H: 2.692 1.342 -3.879
H: 4.177 0.100 -5.405
H: 6.054 -2.170 -4.901
H: 4.699 -2.751 -5.909
H: 5.973 -4.136 -3.636
H: 4.637 -4.735 -4.659
H: 3.938 -5.472 -1.901
H: 2.233 -4.610 -0.330
H: 3.354 -2.597 1.372
H: 3.848 -3.087 3.720
H: 2.021 -3.218 5.395
H: -0.327 -2.839 4.684
H: -0.849 -2.368 2.333
H: -1.096 -2.024 -2.267
H: -2.878 -3.507 -3.064
H: -3.361 -5.636 -1.879
H: -2.023 -6.267 0.114
H: -0.225 -4.809 0.920
H: 3.988 2.265 -1.738
H: 4.381 4.628 -2.388
H: 2.624 6.690 -3.630
H: 2.902 7.093 -1.912
H: 0.379 7.313 -3.412
H: 0.658 7.715 -1.695
H: -1.945 6.360 -1.866
H: -2.710 4.119 -1.167
H: -0.672 0.692 -3.369
H: -1.909 0.023 -5.374
H: -4.390 0.068 -5.389
H: -5.620 0.815 -3.368
H: -4.410 1.509 -1.355
H: -3.195 -0.351 0.451
H: -4.638 -0.366 2.430
H: -4.797 1.646 3.878
H: -3.474 3.669 3.320
H: -2.011 3.705 1.353
S: 1.838 -0.170 1.400
C: 1.048 1.286 1.772
C: 1.537 2.121 2.764
C: 0.850 3.304 3.029
C: -0.292 3.602 2.294
C: -0.694 2.696 1.324
N: -0.048 1.544 1.047
H: 2.431 1.862 3.320
H: 1.208 3.977 3.798
H: -0.852 4.510 2.470
H: -1.576 2.875 0.720
N: -0.862 -0.660 1.554
C: -1.545 -1.106 2.702
C: -0.950 -1.021 3.966
C: -1.611 -1.522 5.089
C: -2.866 -2.118 4.940
C: -3.448 -2.250 3.678
C: -2.775 -1.754 2.559
S: -3.706 -2.774 6.406
O: -2.605 -3.355 7.171
O: -4.301 -1.567 6.974
O: -4.649 -3.740 5.851
H: -0.387 0.231 1.761
H: -0.007 -1.216 1.403
H: 0.027 -0.566 4.094
H: -1.165 -1.456 6.078
H: -4.416 -2.732 3.575
H: -3.224 -1.855 1.576
H: -1.279 -0.762 -0.570

Atoms 1-2, force components in eV/Å:
-3.50 -1.33 -7.93
4.38 0.87 -3.04

The value obtained for the largest force on an atom is 8.8 eV/A. The multiplicity is 4. As for the expectation value of S²: 3.994. The frontier orbital gap (spin up / spin down) comes out at 0.1377 / 0.1627 hartree. Its charge is -1. The calculation puts the LUMO energy (spin up / spin down) at 1.2 / 1.1 eV. For the molar mass, the calculation gives 1065.1 g mol⁻¹.

Atomic partial charges in e from the Löwdin method, atoms 1 to 5:
1 Co -0.17
2 O -0.63
3 S 0.95
4 C -0.23
5 C -0.04